Computed, not measured: a 8-piece molecular cluster, C44H76BF2N9O2 overall in a non-equilibrium geometry, with ωB97M-V/def2-TZVPD.

Last column: Mulliken charge in e.
Cartesian coordinates (Å):
H  -5.84063  -6.74300  -2.49734  0.347
C  -1.93471  8.80097  -0.27031  -0.544
C  2.66683  -4.19065  3.86147  -1.395
C  -0.73233  0.17447  3.90860  0.672
C  -3.17423  7.92097  -0.16858  -1.087
C  1.86302  -0.24597  3.59695  0.413
N  -1.40683  8.53536  3.17270  -0.568
B  0.31179  -3.20557  0.12427  0.016
H  6.75054  -0.30854  -12.09241  0.296
C  8.19719  -1.37697  2.68625  -0.484
H  -2.95435  -6.12887  -1.67662  0.323
H  -4.38218  -5.32402  -1.03762  -0.054
H  -5.20481  6.03869  2.04995  0.109
C  -6.82380  -3.58250  1.25833  -0.565
N  -6.53653  -7.66514  0.55766  -0.477
C  -7.34622  -4.65346  2.20675  -1.177
H  -1.56276  -1.94949  3.53392  0.077
H  2.75002  3.45341  4.33592  0.284
C  2.34953  -2.74539  1.74634  -0.779
C  3.37472  -1.04945  -11.71629  -1.069
H  -3.71779  -8.30495  -0.71656  0.379
C  -0.79288  8.34046  0.63735  -0.288
H  2.19540  0.83355  -4.60756  0.291
H  -1.58295  8.78956  -1.30669  0.329
H  4.08345  -2.56974  3.16364  -0.379
H  -4.40646  -7.59056  -3.10290  0.330
H  -4.72945  -4.07937  1.46309  0.015
H  1.31708  6.09415  2.06663  0.308
H  -7.35584  -4.30218  3.24198  0.392
H  2.89564  -5.02986  3.12482  0.308
F  -2.56097  -3.03783  -0.03642  -0.205
H  -0.16540  5.42540  2.77556  0.366
H  0.57414  -1.47051  -5.80840  0.346
C  0.74260  -2.85283  1.65911  0.324
C  -5.25893  6.14579  4.21705  -0.594
H  -6.73156  -5.55496  2.15473  0.243
N  -5.06226  -2.05517  3.86401  -0.485
H  7.21592  -1.21845  0.76150  0.290
H  5.38941  0.47685  -12.87832  0.288
H  -2.20687  9.83608  -0.03824  0.317
C  -4.00768  -6.27998  -1.41982  0.094
F  0.58234  0.02129  0.07744  -0.091
H  2.81369  -0.78201  -4.92561  0.282
H  5.18893  -1.87334  -10.91246  0.271
N  2.57189  -1.56074  -8.39026  -0.463
H  2.99066  -0.10584  -12.11382  0.297
H  -5.73076  5.59600  5.03841  0.338
H  0.45399  -0.83412  -4.16712  -0.006
C  0.41705  -0.95233  -0.93737  0.295
C  0.75708  5.96893  2.99827  -0.944
H  -3.93899  8.26579  -0.86842  0.390
H  1.49632  -0.26581  2.51773  -0.286
H  -2.93778  6.88139  -0.41013  0.322
C  -5.36971  -3.19428  1.53006  0.287
H  0.19543  -1.87614  1.93071  -0.551
H  8.54364  -0.33927  2.69604  0.269
H  -8.36998  -4.92551  1.93951  0.333
C  7.64950  -3.29624  1.10081  -0.987
C  2.54324  -0.68585  -7.64392  0.293
H  -1.77943  2.20505  3.47009  -0.281
H  1.30330  -2.18888  4.72529  0.121
H  2.46771  5.85805  4.28041  0.413
C  -5.19747  -2.55548  2.83772  0.118
C  -1.72908  -1.87416  -0.24798  0.433
H  2.65904  3.96775  2.65761  0.343
H  -5.03625  -2.50265  0.75086  0.158
C  -5.46303  -7.52618  0.16825  0.231
C  7.99923  -1.81955  1.23549  -0.415
N  5.84080  -2.25879  -14.39055  -0.415
H  -6.89892  -3.95863  0.23268  0.315
C  5.73989  -0.47832  -12.47576  -0.471
H  -3.27835  6.76804  3.61027  -0.379
C  0.96582  2.93347  3.36669  0.545
H  3.48567  0.90249  -6.65489  0.301
C  2.49948  0.43008  -6.69354  -0.523
H  2.69448  -1.78435  1.20638  0.230
H  0.47871  6.95881  3.36179  0.300
H  0.09026  8.95384  0.43504  0.375
C  1.59371  5.24261  4.04357  -0.786
H  -2.40808  0.75736  2.47930  0.416
N  -0.38788  -2.17020  -0.76105  0.493
C  -1.66382  -1.09552  4.28236  -1.032
C  -1.13382  8.45107  2.05858  0.323
H  8.92461  -1.62851  0.68297  0.302
C  2.11125  -0.02234  -5.28463  -0.335
H  1.52190  -4.22530  4.03323  0.327
C  -4.76862  -6.64649  -2.68763  -1.341
H  0.34336  -3.70232  2.31299  0.259
H  3.14095  -4.31582  4.88980  0.357
H  4.91826  -0.18138  -10.51516  0.243
N  0.08470  2.19780  3.18834  -0.359
H  2.77348  -1.32048  -10.84637  0.265
C  2.21229  -1.67560  4.22884  -0.756
O  -2.17741  -0.76654  0.00342  -0.455
C  5.79912  -1.47738  -13.54767  0.230
C  4.83926  -0.91906  -11.32022  -0.291
H  8.42184  -3.92458  1.55192  0.319
C  6.96199  -1.47404  3.47018  0.304
H  0.48737  -4.27184  -0.37171  -0.094
C  -5.64901  5.50180  2.89257  -0.923
C  0.61137  0.32359  4.46422  -1.053
H  2.80472  -3.61133  1.13288  0.477
H  -5.66225  7.16314  4.24249  0.318
H  1.01291  5.14647  4.96703  0.318
H  -3.54256  6.77797  5.34643  0.375
N  -2.66220  3.84209  4.62641  -0.499
H  -1.40294  -1.47234  5.34108  0.306
H  7.56491  -3.56820  0.04603  0.323
C  -4.09561  -7.35262  -0.33260  -0.444
C  -3.74593  6.21565  4.43043  0.286
H  2.69033  0.53889  3.69697  0.433
H  -0.03498  0.17240  -5.53736  0.309
O  0.99813  -0.77810  -2.00925  -0.531
H  -4.63482  -5.87001  -3.44450  0.372
H  -7.46813  -2.69899  1.32111  0.343
H  8.98238  -1.97720  3.15562  0.285
H  1.79758  1.19115  -7.04753  0.311
N  5.99413  -1.55611  4.08623  -0.419
H  -6.73472  5.51919  2.77091  0.341
C  0.69299  -0.57026  -5.19953  -0.759
H  -3.44581  -7.06695  0.50017  0.280
C  -3.13885  4.88588  4.54347  0.182
H  -2.76774  -0.75543  4.33647  0.393
C  2.07638  3.86738  3.57902  -0.779
H  -0.52154  7.30709  0.40061  0.238
H  -3.60554  7.95151  0.83555  0.226
H  3.23209  -1.82521  -12.47315  0.356
H  0.71987  0.79420  5.49777  0.205
H  -0.79631  1.54422  2.01174  0.018
C  -1.44224  1.25793  2.91150  -0.051
C  2.93797  -2.70541  3.23775  0.947
H  2.94603  -1.48072  5.10231  0.451
H  6.69463  -3.52691  1.58046  0.194
H  -5.32656  4.45849  2.84436  0.326

Summary:
Kohn-Sham gap (hartree): 0.174
Lowest unoccupied orbital energy (eV): -0.8068
Maximum force (eV Å⁻¹): 11.2